The following is a DFT calculation (wB97M-V/def2-TZVPD) of C6H9N as an isolated structure in a non-equilibrium geometry.

## Properties
DFT total energy in eV: -7853.801
Energy above the lowest of the compared OMol25 structures with the same formula, charge and spin in kcal per mole: 100.51
Orbital gap in eV: 8.956
M in g/mol: 95.145
Strongest force on any atom in eV/Å: 1.175

Each line ends with the Mulliken charge.
Cartesian coordinates (Å):
C (-0.939, 1.476, 0.618)  -1.503
C (-0.345, 0.356, -0.175)  1.244
C (-0.943, -0.681, -1.020)  -0.814
C (-0.359, -1.082, 0.324)  -0.507
C (1.133, -0.826, 0.518)  -0.163
N (1.969, -0.831, -0.610)  -0.566
C (1.230, 0.404, -0.362)  -0.591
H (-0.493, 1.519, 1.625)  0.301
H (-2.017, 1.338, 0.746)  0.349
H (-0.745, 2.430, 0.127)  0.391
H (-2.030, -0.708, -1.049)  0.270
H (-0.458, -0.928, -1.962)  0.175
H (-0.968, -1.562, 1.088)  0.359
H (1.462, -0.693, 1.536)  0.392
H (1.642, -1.445, -1.348)  0.275
H (1.861, 1.233, -0.056)  0.388

***

The following is a DFT calculation (wB97M-V/def2-TZVPD) of one molecule with the formula C6H9N in a non-equilibrium geometry.

## Properties
DFT total energy in eV: -7854.862
Energy above the lowest of the compared OMol25 structures with the same formula, charge and spin in kcal per mole: 76.05
Orbital gap in eV: 10.527
M in g/mol: 95.145
SMILES string: C#CC[C@]1(C)CN1
Strongest force on any atom in eV/Å: 1.434

Each line ends with the Mulliken charge.
Cartesian coordinates (Å):
C (-0.432, -1.523, 0.345)  -1.299
C (0.114, -0.286, -0.448)  1.146
C (-0.807, 0.930, -0.359)  -0.953
C (-0.777, 1.517, 0.990)  -0.369
C (-0.754, 1.988, 2.100)  0.062
C (1.582, -0.023, -0.715)  -0.724
N (0.691, -0.552, -1.753)  -0.689
H (-0.971, -1.237, 1.264)  0.358
H (0.361, -2.220, 0.636)  0.356
H (-1.159, -2.130, -0.245)  0.295
H (-1.851, 0.712, -0.628)  0.280
H (-0.421, 1.645, -1.087)  0.360
H (-0.726, 2.411, 3.081)  0.408
H (2.088, 0.908, -1.072)  0.274
H (2.270, -0.612, -0.096)  0.235
H (0.792, -1.528, -2.014)  0.261

***

The following is a DFT calculation (wB97M-V/def2-TZVPD) of one molecule with the formula C6H9N.

## Properties
DFT total energy in eV: -7855.797
Energy above the lowest of the compared OMol25 structures with the same formula, charge and spin in kcal per mole: 54.47
Orbital gap in eV: 9.532
M in g/mol: 95.145
SMILES string: [H]/N=C(\C)C=C=CC
Strongest force on any atom in eV/Å: 0.924

Each line ends with the Mulliken charge.
Cartesian coordinates (Å):
C (2.579, -1.565, 0.096)  -1.008
C (1.296, -1.542, -0.685)  -0.121
C (0.465, -0.556, -0.841)  0.117
C (-0.501, 0.322, -0.936)  -0.747
C (-1.190, 0.706, 0.316)  0.958
C (-2.225, 1.790, 0.191)  -1.256
N (-0.753, 0.232, 1.418)  -0.666
H (2.471, -2.151, 1.020)  0.258
H (3.378, -2.026, -0.489)  0.328
H (2.875, -0.555, 0.392)  0.326
H (0.982, -2.374, -1.302)  0.315
H (-0.699, 0.845, -1.868)  0.295
H (-1.712, 2.759, 0.136)  0.279
H (-2.825, 1.680, -0.717)  0.327
H (-2.881, 1.794, 1.065)  0.379
H (-1.260, 0.641, 2.203)  0.216

***

> Among the records above, which one has the lowest orbital gap?

number 1

***

> What is the formula in the second record?

C6H9N

***

> Which of these has the lowest strongest force on any atom?

number 3

***

> strongest force on any atom of number 1 (C6H9N)?

1.175 eV/Å